DFT (ωB97M-V/def2-TZVPD) results for a cluster of 3 separate species, C20H46ClN2O6S2 in total in a non-equilibrium geometry.

Calculated values
LUMO ... -2.97 eV
Orbital gap ... 8.2 eV
Charge ... +1
Highest occupied orbital energy ... -11.17 eV
Largest force on an atom ... 0.0365 Eh/bohr
Spin multiplicity ... 1

```
77
Properties=species:S:1:pos:R:3:lowdin_charge:R:1
C 1.9865 -1.5806 0.9040 -0.07
C 2.6390 -2.2772 -0.2986 -0.23
C 1.6455 -2.8051 -1.3178 -0.17
C 0.6197 -1.7764 -1.7406 -0.21
N 1.2381 -0.4528 -1.9516 0.02
C 0.3677 0.6255 -2.4206 -0.28
C 1.1432 1.9130 -2.0426 -0.33
S 2.8747 2.0008 -2.5037 0.63
C 3.9241 1.0051 -1.4698 -0.11
O 3.2285 3.3578 -2.2424 -0.28
O 2.9558 1.6035 -3.8727 -0.27
C 0.9067 1.9605 -0.5281 -0.08
N -0.3025 1.0884 -0.2537 0.08
C -0.9007 0.8419 -1.6280 -0.59
S -1.7021 2.4896 -2.0103 0.90
C -2.0348 -0.2328 -1.6934 -0.64
Cl -3.1991 0.2352 -2.9618 0.68
C -2.7336 -0.4562 -0.3341 -0.24
C -4.0796 0.2224 -0.1224 -0.13
H 0.9042 -1.5336 0.8316 0.05
H 2.2029 -2.1120 1.8156 0.08
H 2.3760 -0.5760 1.0228 0.06
H 3.3582 -1.6252 -0.7687 0.07
H 3.2203 -3.0978 0.0929 0.11
H 1.1137 -3.6335 -0.8703 0.12
H 2.1387 -3.1760 -2.2077 0.12
H 0.0613 -2.1047 -2.6127 0.13
H -0.0979 -1.6956 -0.9310 0.09
H 1.9431 -0.6026 -2.6671 0.13
H 0.1745 0.6184 -3.4905 0.17
H 0.7697 2.8053 -2.5099 0.09
H 4.8818 1.4969 -1.5076 0.08
H 3.5461 0.8688 -0.4716 0.05
H 4.0331 0.0460 -1.9513 0.06
H 1.7338 1.4313 -0.0736 0.09
H 0.9019 2.9389 -0.0802 0.15
H -0.9401 1.5335 0.3973 0.16
H 0.0742 0.2231 0.1486 0.14
H -2.0401 2.8716 -0.7670 -0.08
H -1.6713 -1.1629 -2.0668 0.06
H -2.1001 -0.2025 0.5097 0.10
H -2.9020 -1.5213 -0.2599 0.12
H -4.0102 1.2938 -0.2356 0.06
H -4.3819 0.0179 0.8963 0.08
H -4.8510 -0.1964 -0.7398 0.07
C -8.6393 4.7521 0.3945 -0.11
O -8.9381 3.7754 -0.5882 -0.18
C -7.8939 3.5725 -1.5225 -0.21
C -7.1124 2.3147 -1.2180 -0.20
O -6.3951 2.4185 0.0065 -0.22
C -7.0344 1.7411 1.0754 -0.11
H -9.4042 4.6868 1.1656 0.09
H -7.6612 4.5800 0.8509 0.08
H -8.6655 5.7559 -0.0413 0.09
H -7.2256 4.4386 -1.5514 0.13
H -8.3546 3.4685 -2.5096 0.13
H -6.3757 2.1554 -2.0136 0.12
H -7.7809 1.4495 -1.1991 0.13
H -6.9357 0.6562 0.9518 0.08
H -8.0917 2.0016 1.1458 0.09
H -6.5393 2.0326 2.0007 0.09
C 5.5404 -1.5405 3.7518 -0.11
O 5.3062 -2.4117 2.6566 -0.21
C 6.4525 -2.5724 1.8292 -0.21
C 7.1641 -3.8792 2.0980 -0.21
O 7.7331 -3.9041 3.3935 -0.19
C 6.9808 -4.6569 4.3300 -0.10
H 4.6993 -1.6371 4.4365 0.09
H 6.4582 -1.7993 4.2823 0.09
H 5.5992 -0.5005 3.4110 0.09
H 7.1406 -1.7325 1.9598 0.13
H 6.1064 -2.5674 0.7893 0.12
H 7.9823 -3.9864 1.3791 0.13
H 6.4796 -4.7214 1.9579 0.13
H 7.0774 -5.7284 4.1277 0.09
H 5.9242 -4.3782 4.3165 0.08
H 7.3870 -4.4517 5.3182 0.09
```